Record 1
One molecule with the formula C7H9F2N3. Source: the Open Molecules 2025 dataset; level of theory: the ωB97M-V functional and the def2-TZVPD basis.

Atoms and positions in Å:
1 C 0.975 2.697 -0.146
2 C 2.152 2.217 0.350
3 C 0.991 0.518 -0.419
4 C -0.571 -1.286 1.220
5 C -1.747 -0.634 -0.924
6 C 0.564 -0.814 -0.669
7 C -1.882 -1.212 0.507
8 N 0.228 1.590 -0.508
9 N 2.165 0.864 0.208
10 N -0.465 -1.159 -1.543
11 F -2.471 -2.492 0.432
12 F -2.871 -0.515 1.210
13 H 0.696 3.684 -0.318
14 H 3.125 2.637 0.674
15 H 0.005 -2.074 1.580
16 H -0.668 -0.430 1.857
17 H -2.739 -0.788 -1.331
18 H -1.414 0.391 -0.786
19 H 1.404 -1.457 -0.466
20 H 2.866 0.411 0.756
21 H -0.345 -2.147 -1.686

The value obtained for the highest occupied orbital energy (alpha / beta) is -7.87 / -7.87 eV. For the gap between HOMO and LUMO (alpha / beta), the calculation gives 8.172 / 8.173 eV. As for the molar mass: 173.2 g/mol.

Record 2
One molecule with the formula C7H9F2NO4. Source: the Open Molecules 2025 dataset; level of theory: the ωB97M-V functional and the def2-TZVPD basis.

Atoms and positions in Å:
1 N -5.280 -0.162 0.393
2 C -4.026 0.350 0.221
3 O -3.853 1.569 -0.021
4 C -2.877 -0.424 0.251
5 F -3.055 -1.803 0.568
6 C -1.546 -0.007 0.234
7 O -1.054 1.221 -0.025
8 C 0.514 1.313 0.033
9 O 0.870 2.413 0.807
10 C 0.768 -0.103 0.578
11 C 1.796 -0.923 -0.137
12 C 3.152 -0.036 -0.184
13 F 3.701 -0.079 1.128
14 O -0.514 -0.853 0.585
15 H -5.499 -1.172 0.408
16 H -6.153 0.427 0.273
17 H 0.847 1.385 -1.004
18 H 0.074 2.479 1.460
19 H 1.015 -0.061 1.578
20 H 1.984 -1.940 0.307
21 H 1.706 -1.300 -1.222
22 H 3.916 -0.366 -0.823
23 H 2.867 1.107 -0.315

The value obtained for the highest occupied orbital energy is -8.65 eV. For the gap between HOMO and LUMO, the calculation gives 9.326 eV. As for the molar mass: 209.1 g/mol. The SMILES is NC(=O)/C(F)=C1\O[C@@H](O)[C@H](CCF)O1.

Record 3
An isolated ion of composition C7H9F3N3O and charge +1. Source: the Open Molecules 2025 dataset; level of theory: the ωB97M-V functional and the def2-TZVPD basis.

Atoms and positions in Å:
1 C -0.150 -1.715 -2.040
2 C -1.323 0.317 -2.225
3 C 0.662 0.047 -0.765
4 C -0.514 -2.847 -1.125
5 C 0.231 -0.458 0.560
6 C 0.553 1.669 1.729
7 C -1.840 -3.118 -0.519
8 N -1.190 -0.906 -2.581
9 N -0.401 0.813 -1.352
10 N 0.276 0.228 1.611
11 O 1.038 -1.006 -1.657
12 F -1.857 -4.485 -0.153
13 F -2.085 -2.427 0.560
14 F -2.902 -2.850 -1.299
15 H 0.297 -2.257 -2.955
16 H -2.053 0.977 -2.546
17 H 1.604 0.707 -0.683
18 H 0.335 -3.559 -0.766
19 H 0.835 2.092 0.827
20 H -0.250 2.121 2.252
21 H 1.485 1.829 2.523
22 H -0.626 1.632 -0.925
23 H -0.168 -0.097 2.527

The net charge is +1. The value obtained for the highest occupied orbital energy (alpha / beta) is -13.34 / -13.47 eV. For the gap between HOMO and LUMO (alpha / beta), the calculation gives 6.290 / 8.370 eV. As for the molar mass: 208.2 g/mol.

Record 4
A 2-piece molecular cluster, C7H9FN2O overall. Source: the Open Molecules 2025 dataset; level of theory: the ωB97M-V functional and the def2-TZVPD basis.

Atoms and positions in Å:
1 C 0.223 -1.890 -0.981
2 C -0.476 -0.767 -0.539
3 C -1.048 0.204 -1.303
4 C -0.830 0.534 -2.607
5 N -0.908 0.654 -3.739
6 N -1.669 1.173 -0.403
7 F -0.771 2.326 -0.171
8 C -1.846 0.450 0.792
9 O -1.063 -0.739 0.775
10 H -0.542 -2.653 -1.114
11 H 0.898 -2.299 -0.200
12 H 0.931 -1.649 -1.828
13 H -2.890 0.154 0.827
14 H -1.517 1.045 1.689
15 C 2.251 0.132 1.193
16 C 1.599 1.081 1.795
17 H 3.089 -0.460 1.616
18 H 2.179 0.002 0.127
19 H 0.710 1.462 1.195
20 H 1.678 1.240 2.875

The value obtained for the highest occupied orbital energy is -9.49 eV. For the gap between HOMO and LUMO, the calculation gives 9.515 eV. As for the molar mass: 156.2 g/mol. The SMILES is CC1=C(C#N)N(F)CO1.C=C.

Record 5
One molecule with the formula C7H9N. Source: the Open Molecules 2025 dataset; level of theory: the ωB97M-V functional and the def2-TZVPD basis.

Atoms and positions in Å:
1 C -1.215 -0.195 -0.998
2 C -1.647 0.406 0.058
3 C -0.745 0.761 1.151
4 N 0.547 1.341 0.834
5 C 0.627 0.061 1.220
6 C 0.641 -0.952 0.117
7 C 1.308 -1.036 -1.286
8 C 0.211 -0.186 -1.105
9 H -1.807 -0.356 -1.881
10 H -2.650 0.556 0.063
11 H -1.115 0.903 2.121
12 H 1.065 2.015 1.449
13 H 1.087 -0.091 2.153
14 H -0.356 -1.514 0.365
15 H 1.109 -2.010 -1.708
16 H 2.327 -0.482 -1.484
17 H 0.612 0.779 -1.070

The value obtained for the highest occupied orbital energy is -8.57 eV. For the gap between HOMO and LUMO, the calculation gives 9.683 eV. As for the molar mass: 107.2 g/mol. The SMILES is C1=C[C@@H]2N[C@@H]2[C@@H]2C[C@@H]12.

Record 6
C7H9N as an isolated structure. Source: the Open Molecules 2025 dataset; level of theory: the ωB97M-V functional and the def2-TZVPD basis.

Atoms and positions in Å:
1 C -0.398 2.331 -0.376
2 C 0.295 1.116 0.198
3 C 1.334 0.758 1.212
4 C 1.669 -0.593 1.293
5 C 0.709 -1.213 0.268
6 C -0.262 -2.191 -0.539
7 C -1.143 -0.943 -0.784
8 H 0.282 3.267 -0.170
9 H -0.640 2.090 -1.533
10 H -1.451 2.471 0.086
11 H 1.810 1.474 1.767
12 H 2.278 -1.399 2.088
13 H 0.085 -2.582 -1.526
14 H -0.622 -2.965 -0.059
15 H -2.122 -0.994 0.093
16 H -1.738 -0.480 -1.903
17 N -0.086 -0.148 -0.116

The value obtained for the highest occupied orbital energy is -7.31 eV. For the gap between HOMO and LUMO, the calculation gives 8.181 eV. As for the molar mass: 107.2 g/mol.

Question: molar mass of number 4 (C7H9FN2O)?
Answer: 156.2 g/mol